ORCA calculation (wB97M-V/def2-TZVPD) on a molecular structure, C18H45F2K2NO16P3S2 at a distorted geometry.

Each line ends with the Löwdin charge.
Geometry (Å):
K  0.81665  -3.28631  -3.59292  0.884
K  2.76651  -3.42268  -0.24425  0.916
N  1.86114  -1.30473  -1.63725  -0.435
S  3.17754  -0.19152  -1.76906  0.558
O  4.32793  -0.54242  -0.96235  -0.272
O  3.05729  1.12690  -2.29745  -0.195
F  3.56121  -0.89581  -3.16184  -0.223
S  0.99086  -0.26312  -0.92945  0.427
O  0.04050  0.53884  -1.73110  -0.251
O  1.56037  0.31652  0.29883  -0.273
F  -0.02924  -1.30190  -0.28709  -0.208
C  -4.08775  -0.61686  -6.61845  -0.069
C  -3.49449  -1.99068  -6.76604  -0.264
O  -3.97733  -2.95961  -5.82520  -0.180
P  -3.40235  -2.89922  -4.35604  0.535
O  -1.94031  -2.51516  -4.37029  -0.331
O  -4.45030  -1.79003  -3.73584  -0.169
C  -4.36953  -1.30873  -2.44224  -0.290
C  -3.39095  -0.16890  -2.37689  -0.066
O  -3.84776  -4.32801  -3.69465  -0.178
C  -3.90823  -5.51268  -4.42560  -0.304
C  -5.20222  -5.70979  -5.17986  -0.063
H  -4.19061  -0.14087  -7.59362  0.085
H  -5.11249  -0.71983  -6.26154  0.087
H  -3.55467  0.02248  -5.91476  0.079
H  -3.76252  -2.30702  -7.77411  0.122
H  -2.40557  -1.94605  -6.78484  0.109
H  -5.33883  -0.91259  -2.13953  0.134
H  -4.04081  -2.11707  -1.78908  0.107
H  -3.70001  0.75064  -2.87392  0.090
H  -3.23731  0.12147  -1.33757  0.069
H  -2.42292  -0.49062  -2.76097  0.054
H  -3.03717  -5.63744  -5.06888  0.121
H  -3.99316  -6.25194  -3.62912  0.123
H  -4.96154  -6.57597  -5.79624  0.084
H  -6.06606  -5.96614  -4.56653  0.088
H  -5.37909  -4.87771  -5.86137  0.071
C  8.10199  5.73361  4.78506  -0.066
C  7.93965  5.44257  3.34149  -0.348
O  7.85262  4.09145  3.16504  -0.180
P  6.39707  3.34821  2.95777  0.546
O  5.51226  3.35509  4.15384  -0.247
O  5.76115  4.13107  1.71526  -0.208
C  4.55318  3.69470  1.03279  -0.227
C  3.39867  3.99016  1.97260  -0.072
O  6.80773  1.85815  2.30733  -0.179
C  5.87662  0.77790  2.16584  -0.290
C  6.61466  -0.54037  2.23095  -0.079
H  8.95411  5.14326  5.12194  0.083
H  8.43381  6.72246  5.10156  0.084
H  7.20769  5.33035  5.26015  0.079
H  7.12220  5.92599  2.80655  0.119
H  8.86849  5.65608  2.81255  0.126
H  4.47929  4.31966  0.14281  0.118
H  4.66167  2.73728  0.52320  0.101
H  2.50511  4.08085  1.35501  0.072
H  3.22826  3.24544  2.75007  0.068
H  3.54076  4.97570  2.41602  0.090
H  5.15447  0.75249  2.98189  0.116
H  5.21732  0.79026  1.29793  0.087
H  7.18437  -0.67061  3.15104  0.083
H  5.99103  -1.41683  2.05488  0.063
H  7.38407  -0.64690  1.46625  0.076
C  -0.37031  2.38662  2.15906  -0.053
C  -1.23054  1.23135  2.71253  -0.321
O  -2.24420  0.93120  1.85391  -0.172
P  -3.29749  -0.29066  2.16096  0.475
O  -4.39742  -0.38632  1.20932  -0.215
O  -3.78495  -0.04416  3.66345  -0.184
C  -4.64332  0.98159  4.07929  -0.286
C  -5.98693  0.41279  4.45562  -0.072
O  -2.32258  -1.58880  2.24479  -0.173
C  -2.28636  -2.55285  1.16187  -0.270
C  -3.05303  -3.84285  1.43328  -0.068
H  0.63971  2.34528  2.56680  0.067
H  -0.27677  2.15155  1.09883  0.063
H  -0.73215  3.40478  2.30230  0.079
H  -0.58666  0.36203  2.57910  0.106
H  -1.43029  1.39953  3.77080  0.125
H  -4.22165  1.59784  4.87335  0.128
H  -4.86413  1.55284  3.17762  0.115
H  -5.87861  -0.23798  5.32330  0.079
H  -6.67794  1.22260  4.68975  0.083
H  -6.43090  -0.18613  3.66045  0.081
H  -2.64211  -2.16847  0.20595  0.095
H  -1.23103  -2.82522  1.14821  0.095
H  -2.78781  -4.58005  0.67546  0.073
H  -2.74920  -4.32389  2.36301  0.075
H  -4.11842  -3.70595  1.61851  0.085

Cartesian forces, eV/Å:
K -0.707 0.651 -0.446
K 0.363 0.284 0.547
N 2.843 1.382 -0.592
S 4.780 -1.556 -3.800
O -2.019 -0.037 0.336
O -1.343 -0.132 1.738
F 0.321 -0.837 -0.249
S -7.838 3.945 3.475
O 3.117 -1.701 1.295
O 0.211 -0.692 -2.548
F -0.199 -0.978 0.093
C -0.698 0.260 0.510
C 0.426 0.552 -1.530
O 0.344 -0.317 0.198
P -1.144 1.077 0.172
O -1.227 -1.151 0.966
O 1.253 -2.658 -2.530
C 0.553 1.203 1.588
C 0.768 0.328 0.664
O 1.006 3.933 0.119
C -1.129 -1.484 0.323
C 0.557 -0.061 -1.010
H 0.393 0.092 0.044
H -0.049 0.023 0.125
H 0.007 0.013 -0.106
H -0.249 -0.700 0.282
H 0.031 -0.189 0.424
H -0.181 -0.570 -0.046
H -0.287 0.032 0.399
H -0.197 -0.266 -0.318
H -0.023 -0.066 0.163
H 0.052 0.161 -0.108
H 0.040 -0.098 0.086
H 0.915 -0.388 -0.153
H -0.425 -0.191 -0.224
H 0.167 0.342 0.084
H -0.321 -0.095 0.140
C 0.350 -0.463 1.019
C 1.098 2.300 -1.125
O -2.618 -5.028 -1.064
P 0.255 -0.345 0.074
O 1.054 -0.501 -1.187
O 0.932 -0.560 -0.246
C 0.231 1.175 0.158
C -0.701 -0.345 -0.835
O -0.290 1.874 0.629
C -0.648 -0.797 1.075
C 1.189 -0.304 -0.454
H -0.091 -0.444 0.057
H -0.821 0.335 -0.393
H 0.062 0.511 0.587
H -0.055 0.408 0.306
H -0.022 0.695 -0.145
H 0.091 0.591 0.274
H -0.029 -0.576 0.956
H -0.279 -0.198 0.079
H 0.188 0.099 -0.037
H 0.198 -0.171 0.099
H 0.094 0.456 0.425
H 0.586 0.584 -0.548
H -0.385 0.085 0.263
H -0.459 0.173 0.305
H 0.016 0.415 -0.322
C -0.243 -0.487 -0.325
C 3.640 0.349 0.462
O -4.130 -0.937 -0.961
P 1.000 0.903 0.766
O 0.199 -0.006 -0.580
O 2.197 -1.903 -0.322
C -1.708 0.736 -1.446
C -0.120 -0.446 0.692
O -1.223 0.758 -0.025
C -0.071 -0.776 0.634
C 0.101 0.025 1.255
H -0.067 -0.120 0.199
H 0.083 0.437 -0.138
H -0.351 -0.178 -0.008
H 0.580 -0.141 0.945
H -0.770 -0.229 -0.051
H 0.308 -0.203 -0.158
H 0.304 0.815 0.194
H -0.167 0.027 0.140
H 0.024 0.000 0.113
H 0.207 0.123 -0.165
H 0.279 0.538 0.151
H 0.021 0.188 -0.480
H -0.506 0.141 -0.361
H 0.463 0.211 0.208
H -0.105 0.094 -0.796

Computed properties:
Max |F|: 9.4 eV Å⁻¹
Charge: +1
Multiplicity: 1
ΔE to the lowest compared entry with this formula, charge and spin: 54.7 kcal per mole
Gap between HOMO and LUMO: 0.24629 hartree
Calculated total energy: -141268.2655 eV
LUMO energy: -4.73 eV
HOMO: -11.44 eV